The following is a DFT calculation (ωB97M-V/def2-TZVPD) of a structure of composition C14H14IMgN5 at a distorted geometry.

The geometry in XYZ format:
```
35
C14H14IMgN5 (ωB97M-V/def2-TZVPD)
C 3.23 3.87 0.90
C 4.34 2.88 0.51
H 3.00 4.56 0.08
H 3.57 4.48 1.76
H 2.29 3.39 1.19
H 4.02 2.13 -0.21
H 5.19 3.44 0.07
H 4.73 2.36 1.40
C -2.98 1.10 -0.69
C -4.16 0.97 -1.46
C -4.28 -0.13 -2.31
C -3.25 -1.07 -2.35
H -2.88 1.93 0.02
H -4.95 1.71 -1.37
H -5.16 -0.26 -2.93
H -3.28 -1.94 -2.98
N -1.95 0.24 -0.79
C -2.10 -0.87 -1.58
C -1.00 -1.84 -1.61
N 0.09 -1.50 -0.86
C 1.15 -2.31 -0.85
C 0.12 -3.86 -2.36
C 1.22 -3.50 -1.58
H 2.00 -1.99 -0.23
H 2.12 -4.11 -1.52
C -1.00 -3.02 -2.37
H -1.86 -3.27 -2.99
H 0.15 -4.77 -2.96
Mg 0.17 0.49 0.09
I 1.25 2.18 -1.64
N 0.02 0.14 2.07
C 0.10 0.08 3.25
N 0.28 0.15 4.51
C 0.02 -0.71 5.45
N -0.17 -1.36 6.41
```

## Properties
frontier orbital gap	7.12	eV
spin multiplicity	1

---

The following is a DFT calculation (ωB97M-V/def2-TZVPD) of a structure of composition C40H47GeN5O6S2V.

The geometry in XYZ format:
```
102
C40H47GeN5O6S2V (ωB97M-V/def2-TZVPD)
V 1.26 0.67 0.84
C 3.69 -0.58 2.94
C 3.97 0.91 2.94
O 2.82 1.70 3.11
C 2.24 1.78 4.39
C 1.24 0.66 4.69
O 0.51 0.39 3.52
C -0.51 -0.55 3.68
C -1.04 -0.86 2.29
O 0.01 -1.05 1.35
C 0.78 -2.25 1.41
C 2.01 -2.10 2.29
O 2.64 -0.86 2.03
H 3.41 -0.93 3.94
H 4.60 -1.12 2.64
H 4.40 1.22 1.99
H 4.70 1.12 3.73
H 1.71 2.73 4.41
H 3.01 1.80 5.17
H 0.57 1.00 5.50
H 1.73 -0.26 5.04
H -1.32 -0.15 4.30
H -0.13 -1.45 4.17
H -1.61 -0.01 1.91
H -1.69 -1.75 2.29
H 1.07 -2.45 0.38
H 0.16 -3.07 1.77
H 2.70 -2.93 2.06
H 1.77 -2.16 3.35
O 0.52 -0.32 -2.24
C 1.58 -0.75 -1.82
O 2.11 -0.42 -0.69
C 2.40 -1.73 -2.67
C 1.74 -1.93 -4.02
Ge -0.11 -2.61 -4.06
C -1.01 -2.85 -2.34
C -2.04 -2.01 -1.90
C -2.72 -2.27 -0.72
C -2.39 -3.38 0.05
C -1.38 -4.23 -0.37
C -0.69 -3.96 -1.55
C -0.02 -4.45 -4.77
C 1.10 -5.21 -4.46
C 1.22 -6.53 -4.86
C 0.22 -7.12 -5.61
C -0.91 -6.38 -5.94
C -1.03 -5.06 -5.51
C -1.13 -1.40 -5.22
C -1.28 -0.08 -4.78
C -1.94 0.86 -5.56
C -2.45 0.51 -6.80
C -2.29 -0.78 -7.26
C -1.63 -1.73 -6.48
H 2.58 -2.65 -2.11
H 3.39 -1.26 -2.78
H 2.31 -2.60 -4.67
H 1.70 -0.96 -4.52
H -2.32 -1.15 -2.49
H -3.51 -1.60 -0.40
H -2.94 -3.59 0.96
H -1.13 -5.11 0.21
H 0.07 -4.65 -1.87
H 1.92 -4.77 -3.89
H 2.11 -7.10 -4.60
H 0.31 -8.15 -5.94
H -1.71 -6.83 -6.51
H -1.94 -4.53 -5.75
H -0.87 0.22 -3.82
H -2.04 1.88 -5.19
H -2.96 1.25 -7.41
H -2.67 -1.07 -8.23
H -1.50 -2.72 -6.88
N -1.41 4.77 1.52
C -1.61 4.49 2.82
S -0.70 3.27 3.52
N -2.54 5.28 3.42
C -3.08 5.34 4.72
C -4.17 6.20 4.88
C -4.77 6.35 6.12
C -4.30 5.65 7.22
C -3.21 4.80 7.06
C -2.59 4.64 5.82
H -0.96 4.03 0.98
H -2.10 5.32 1.01
H -2.98 5.94 2.80
H -4.54 6.75 4.03
H -5.62 7.02 6.21
H -4.77 5.76 8.18
H -2.83 4.25 7.91
H -1.75 3.98 5.72
S -0.71 1.83 -0.12
C -0.01 2.60 -1.45
N 0.46 3.16 -2.35
N 3.41 2.03 -0.74
C 4.10 3.14 -1.03
C 3.69 4.11 -0.14
C 2.72 3.49 0.65
N 2.55 2.23 0.27
H 3.34 1.13 -1.20
H 4.81 3.16 -1.84
H 4.04 5.13 -0.09
H 2.13 3.87 1.46
```

## Properties
frontier orbital gap (alpha / beta)	7.27 / 7.92	eV
spin multiplicity	4
⟨S²⟩	3.76

---

The following is a DFT calculation (ωB97M-V/def2-TZVPD) of a structure of composition C17H28BBrDyF4IN2O5P at a distorted geometry.

The geometry in XYZ format:
```
61
C17H28BBrDyF4IN2O5P (ωB97M-V/def2-TZVPD)
Dy -0.44 -0.26 -0.32
C -3.17 1.03 3.69
O -2.49 -0.23 3.78
C -1.85 -0.67 2.72
O -1.87 -0.15 1.60
N -1.15 -1.79 2.96
N -0.25 -2.25 1.97
H -3.79 1.09 4.58
H -3.79 1.08 2.79
H -2.44 1.84 3.68
H -1.15 -2.17 3.90
H -0.50 -3.20 1.68
H 0.70 -2.24 2.33
F -2.57 1.34 -3.20
B -1.81 0.59 -2.42
F -1.47 -0.67 -2.89
F -0.55 1.21 -2.08
F -2.41 0.35 -1.11
C 4.28 0.20 2.83
C 4.30 0.20 1.29
C 4.81 1.55 0.76
C 5.21 -0.92 0.79
C 2.94 0.01 0.79
C 1.80 -0.10 0.37
H 5.29 0.32 3.21
H 3.89 -0.74 3.20
H 3.67 1.01 3.22
H 5.84 1.72 1.07
H 4.20 2.37 1.13
H 4.77 1.55 -0.33
H 6.23 -0.76 1.15
H 5.25 -0.95 -0.30
H 4.87 -1.89 1.15
Br -3.10 5.37 1.41
C -2.06 5.37 -0.17
C -2.24 6.37 -1.11
C -1.48 6.38 -2.26
C -0.53 5.39 -2.48
C -0.35 4.38 -1.55
C -1.11 4.38 -0.39
I -0.82 2.77 1.01
H -3.00 7.12 -0.93
H -1.63 7.16 -2.99
H 0.05 5.39 -3.39
H 0.38 3.61 -1.72
C -1.46 -5.47 -0.36
O -1.35 -4.09 -0.01
P -1.62 -2.81 -0.98
O -0.04 -2.41 -1.38
C 0.77 -3.25 -2.23
O -2.09 -3.61 -2.29
C -3.10 -3.23 -3.21
H -0.48 -5.94 -0.28
H -1.86 -5.60 -1.36
H -2.14 -5.94 0.36
H 0.62 -2.96 -3.27
H 0.52 -4.30 -2.10
H 1.81 -3.09 -1.95
H -3.54 -4.15 -3.59
H -2.65 -2.68 -4.04
H -3.87 -2.62 -2.74
```

## Properties
total charge	+1
frontier orbital gap (alpha / beta)	8.96 / 8.75	eV
spin multiplicity	6
⟨S²⟩	9.33

---

The following is a DFT calculation (ωB97M-V/def2-TZVPD) of an isolated molecule of C26H28N6 at a distorted geometry.

The geometry in XYZ format:
```
60
C26H28N6 (ωB97M-V/def2-TZVPD)
C 7.21 1.31 1.24
C 6.75 0.22 1.96
C 5.76 -0.59 1.44
C 5.21 -0.33 0.19
C 4.15 -1.21 -0.39
N 3.08 -0.42 -0.99
C 2.33 0.29 0.03
C 1.29 1.19 -0.63
N 0.40 0.50 -1.55
C -0.87 -0.02 -1.07
C -1.64 1.10 -0.40
C -1.84 1.14 0.97
C -2.56 2.18 1.54
C -3.07 3.20 0.75
C -2.85 3.17 -0.62
C -2.14 2.13 -1.19
C -0.88 -1.24 -0.21
N 0.02 -1.70 0.62
N -0.46 -2.82 1.14
N -1.61 -3.08 0.67
N -1.92 -2.11 -0.19
C -3.20 -2.07 -0.85
C -4.10 -1.06 -0.18
C -4.35 -1.17 1.18
C -5.15 -0.24 1.82
C -5.71 0.81 1.10
C -5.47 0.92 -0.26
C -4.66 -0.01 -0.89
C 1.15 -0.33 -2.46
C 2.18 -1.24 -1.78
C 5.67 0.77 -0.53
C 6.66 1.59 -0.01
H 7.98 1.95 1.64
H 7.17 0.01 2.93
H 5.41 -1.44 2.01
H 3.76 -1.90 0.38
H 4.60 -1.81 -1.19
H 3.02 0.91 0.61
H 1.83 -0.41 0.72
H 0.69 1.70 0.13
H 1.81 1.95 -1.23
H -1.42 -0.29 -1.99
H -1.44 0.37 1.61
H -2.71 2.20 2.61
H -3.62 4.01 1.20
H -3.23 3.96 -1.24
H -1.97 2.11 -2.25
H -3.06 -1.83 -1.91
H -3.62 -3.07 -0.76
H -3.92 -1.98 1.74
H -5.34 -0.33 2.88
H -6.33 1.54 1.60
H -5.90 1.73 -0.82
H -4.47 0.08 -1.95
H 0.47 -0.93 -3.07
H 1.70 0.35 -3.12
H 2.76 -1.76 -2.54
H 1.67 -1.99 -1.15
H 5.24 0.98 -1.49
H 7.01 2.44 -0.57
```

## Properties
frontier orbital gap	8.73	eV
spin multiplicity	1
SMILES string	c1ccc(CN2CCN([C@H](c3ccccc3)c3nnnn3Cc3ccccc3)CC2)cc1